[1]
# C32H96N17O9P5

A cluster of 7 separate species, C32H96N17O9P5 in total in a non-equilibrium geometry (ωB97M-V/def2-TZVPD, the OMol25 dataset).

Charge: 0
Spin multiplicity: 1
SMILES: CN(C)P(=O)(N(C)C)N(C)C.CN(C)P(=O)(N(C)C)N(C)C.CN(C)P(=O)(N(C)C)N(C)C.CN(C)P(=O)(N(C)C)N(C)C.CN(C)P(=O)(N(C)C)N(C)C.C[N+](=O)[O-].C[N+](=O)[O-]
Lowest unoccupied orbital energy (eV): -0.41

Geometry as XYZ:
```
159
C32H96N17O9P5 ωB97M-V/def2-TZVPD
C 0.69381 -2.96558 4.06362
N 2.11789 -2.73466 3.97057
C 2.47610 -1.35094 4.09579
P 3.15825 -3.97213 3.56640
O 2.50865 -5.24591 3.88181
N 3.49803 -3.83023 1.94790
C 3.03200 -4.85217 1.04368
C 3.86876 -2.58106 1.31873
N 4.54759 -3.65446 4.37195
C 4.54466 -4.07924 5.76541
C 5.69508 -2.85550 3.97697
H 0.37630 -3.97332 3.83258
H 0.16553 -2.29638 3.36336
H 0.36358 -2.61581 5.05154
H 2.12410 -0.76985 3.23214
H 3.54279 -1.23033 4.27090
H 1.96957 -0.91909 4.97181
H 1.98384 -4.67525 0.74054
H 3.54989 -4.90205 0.08270
H 3.01606 -5.82347 1.53203
H 3.90067 -1.75860 2.03117
H 4.79400 -2.64151 0.74272
H 3.04772 -2.23369 0.66643
H 3.98666 -5.00324 5.90397
H 5.56044 -4.25586 6.11524
H 4.04395 -3.31174 6.37153
H 5.69125 -1.90557 4.52332
H 5.71263 -2.76802 2.89872
H 6.60650 -3.37875 4.28165
C -2.65850 -1.15371 -2.05604
N -1.35791 -0.49986 -2.04266
C -1.30086 0.60766 -3.01040
P -0.69665 -0.26513 -0.52433
O -0.72587 -1.44841 0.35939
N 0.83914 0.32982 -0.74840
C 1.47336 0.84897 0.45318
C 1.74132 -0.33114 -1.68545
N -1.45945 1.03607 0.18755
C -2.59211 0.75038 1.09954
C -1.30316 2.41629 -0.25371
H -2.96107 -1.42264 -3.07188
H -3.42583 -0.41182 -1.76092
H -2.77071 -2.02721 -1.42202
H -2.01180 1.38367 -2.70533
H -1.67088 0.22034 -3.95761
H -0.28507 0.99072 -3.03598
H 0.82773 0.74753 1.32522
H 2.43992 0.38290 0.65640
H 1.67651 1.92968 0.39825
H 1.80577 -1.40171 -1.44409
H 1.42142 -0.26323 -2.72675
H 2.73644 0.10212 -1.64159
H -2.17490 0.10788 1.87280
H -2.88444 1.68975 1.56715
H -3.41230 0.30947 0.53494
H -2.26412 2.74073 -0.66218
H -0.54257 2.47973 -1.03200
H -0.93630 3.06178 0.54804
C 3.02506 -6.91128 -4.15714
N 2.61650 -5.52720 -4.00971
C 3.55486 -4.73634 -3.23861
P 1.10484 -5.08874 -4.50499
O 0.45772 -6.11377 -5.33167
N 0.19556 -4.76154 -3.13858
C -1.11514 -4.22388 -3.45857
C 0.62982 -4.11299 -1.91505
N 1.21900 -3.64582 -5.33282
C 1.66656 -2.39800 -4.74789
C 0.71871 -3.56165 -6.69043
H 2.19184 -7.54225 -4.45134
H 3.41100 -7.25705 -3.19166
H 3.81196 -7.00476 -4.91255
H 3.27643 -3.69569 -3.12251
H 4.52195 -4.71167 -3.75904
H 3.71317 -5.20982 -2.26339
H -1.06675 -3.13283 -3.61162
H -1.55352 -4.59875 -4.38450
H -1.79435 -4.46942 -2.64000
H 1.68876 -4.20652 -1.69067
H 0.49436 -3.02727 -2.01465
H 0.04580 -4.48556 -1.07337
H 1.65406 -2.44279 -3.66188
H 2.58260 -2.01614 -5.19452
H 0.84445 -1.66896 -4.87255
H 1.14413 -2.69022 -7.19769
H -0.37235 -3.44251 -6.70687
H 0.98238 -4.40846 -7.32198
C 2.69717 4.50614 -7.56662
N 2.78374 4.48271 -6.12605
C 3.80076 5.28368 -5.52161
P 2.06047 3.26172 -5.26641
O 2.74796 1.95907 -5.17435
N 1.81465 3.89071 -3.75589
C 2.53082 3.37292 -2.60687
C 1.19154 5.18555 -3.55407
N 0.59186 3.10094 -5.99384
C -0.24729 4.24054 -6.33103
C 0.08274 1.79419 -6.36945
H 3.64450 4.22877 -8.04350
H 2.55509 5.54055 -7.92322
H 1.85002 3.94826 -7.94705
H 3.58183 6.36321 -5.52861
H 4.79204 5.21062 -5.98402
H 3.91205 5.01687 -4.46988
H 3.08472 2.46007 -2.77725
H 3.30111 4.12310 -2.34693
H 1.86556 3.31666 -1.74611
H 0.11680 5.20968 -3.74009
H 1.35917 5.48574 -2.51961
H 1.64727 5.94577 -4.19848
H -1.05115 4.38977 -5.60086
H 0.34348 5.14774 -6.43898
H -0.75523 4.04505 -7.27993
H 0.64800 1.33969 -7.19541
H -0.89496 1.93053 -6.82799
H 0.08056 1.10745 -5.52718
C -4.38202 3.03586 7.98717
N -4.47446 1.69470 8.51874
C -5.53827 1.62160 9.51206
P -4.26673 0.34217 7.54844
O -5.23428 -0.71370 7.86672
N -4.29368 0.76526 5.94949
C -5.46249 0.47241 5.13507
C -3.35276 1.66063 5.29954
N -2.70393 -0.14020 7.82029
C -1.62024 0.78331 8.11332
C -2.35229 -1.51573 7.49971
H -5.37104 3.42690 7.70082
H -3.71075 3.14835 7.14472
H -4.03205 3.72843 8.76338
H -6.47402 1.95892 9.05449
H -5.25357 2.18404 10.40431
H -5.72016 0.61499 9.88155
H -5.72012 1.38340 4.58467
H -5.19517 -0.27189 4.37178
H -6.27287 0.04696 5.71725
H -2.94289 1.05133 4.47805
H -3.86433 2.52960 4.87759
H -2.46704 1.91472 5.87395
H -1.94693 1.81988 8.11981
H -1.22597 0.59466 9.12035
H -0.78590 0.66609 7.41385
H -2.58935 -1.67478 6.43611
H -2.83188 -2.26544 8.11825
H -1.26561 -1.61434 7.48637
C -4.76725 3.41800 -4.17754
N -3.82648 3.04276 -5.27461
O -2.97903 2.21243 -5.00099
O -3.98791 3.53843 -6.36869
H -5.53420 4.03468 -4.62828
H -4.20954 3.80191 -3.33232
H -5.22797 2.47904 -3.87057
C -3.34466 6.14428 3.55748
N -2.92422 5.49914 2.28186
O -2.56357 4.33560 2.30954
O -2.97565 6.19509 1.28616
H -4.37704 6.45868 3.47611
H -2.69054 7.00406 3.68977
H -3.12932 5.46568 4.37549
```

=====

[2]
# C25H29N7O6PtS2

A structure of composition C25H29N7O6PtS2 (ωB97M-V/def2-TZVPD, the OMol25 dataset).

Charge: 0
Spin multiplicity: 1
Lowest unoccupied orbital energy (eV): -0.97

Geometry as XYZ:
```
70
C25H29N7O6PtS2 ωB97M-V/def2-TZVPD
Pt 0.37526 -0.75133 -0.25405
C -2.45139 -1.95778 2.65783
C -1.67597 -1.66086 1.42499
N -0.39347 -1.45135 1.41196
N 0.32634 -1.52304 2.56564
C 1.57163 -1.15871 2.42033
N 2.36858 -1.23379 3.51734
S 2.32310 -0.60549 0.94229
C -2.32575 -1.55974 0.11819
C -3.68259 -1.79473 -0.08328
C -4.20055 -1.70484 -1.35982
C -3.35340 -1.39773 -2.41947
C -2.01778 -1.16842 -2.15222
N -1.51610 -1.23530 -0.92495
H -1.79209 -1.94520 3.52111
H -2.93440 -2.93374 2.58983
H -3.22267 -1.19645 2.78406
H 1.90596 -1.35587 4.40305
H 3.22403 -0.70748 3.51345
H -4.31502 -2.03502 0.75735
H -5.25379 -1.87589 -1.53271
H -3.71722 -1.33554 -3.43474
H -1.31550 -0.92515 -2.93897
O -2.42402 2.74496 -2.09889
C -2.30098 2.23489 -3.40077
N -1.33912 3.00227 -4.16366
C 0.01076 2.84801 -4.31720
O 0.66005 3.65911 -4.95187
C 0.70316 1.62310 -3.77861
C 1.71926 1.04152 -4.52952
C 2.39331 -0.05444 -4.01022
C 2.03167 -0.54206 -2.76621
N 1.06372 0.03025 -2.04107
C 0.44117 1.11162 -2.52279
H -2.56770 2.04512 -1.42377
H -3.26244 2.30931 -3.92080
H -2.00204 1.18816 -3.39954
H -1.65467 3.89582 -4.51479
H 1.97173 1.45751 -5.49517
H 3.18665 -0.53823 -4.56083
H 2.50693 -1.40856 -2.32720
H -0.24851 1.57265 -1.82793
C -2.04013 6.94137 -2.76251
C -1.82523 6.68369 -1.29786
C -0.72133 5.96799 -0.85195
C -0.53896 5.70773 0.49817
C -1.47560 6.16585 1.40965
C -2.58250 6.88786 0.98541
C -2.74965 7.14564 -0.36188
S -1.32057 5.78199 3.13575
O 0.01161 5.30455 3.36037
O -1.84327 6.87559 3.90716
N -2.39116 4.54015 3.36380
C -2.52104 3.50320 2.33022
C -1.22887 2.72068 2.13131
C -1.27033 1.90760 0.83620
O -2.35015 1.33162 0.53282
O -0.21529 1.87978 0.15690
H -1.11368 6.82912 -3.32328
H -2.42633 7.94651 -2.93461
H -2.77107 6.23603 -3.16747
H 0.00275 5.60153 -1.56739
H 0.31613 5.14596 0.84490
H -3.29369 7.25617 1.71336
H -3.60896 7.71435 -0.69646
H -3.27363 4.93837 3.65930
H -2.84722 3.94140 1.37837
H -3.31080 2.82764 2.65692
H -1.08553 2.02815 2.96774
H -0.36374 3.36748 2.11238
```